Entry 1:
Molecular formula: C2H4OSSi
Method: DFT, ωB97M-V/def2-TZVPD

The energy above the lowest of the compared OMol25 structures with the same formula, charge and spin comes out at 51.0 kJ/mol. The maximum force is 3.38 eV/Å.

The geometry in XYZ format:
```
9
C2H4OSSi, DFT ωB97M-V/def2-TZVPD
C -2.073 -0.497 0.460
C -0.803 -0.099 0.463
O 2.589 1.898 -0.438
Si 2.343 0.422 -0.523
S 0.658 -1.065 -0.055
H -2.840 0.317 0.699
H -0.480 0.978 0.645
H 3.052 -0.454 -1.515
H -2.446 -1.500 0.264
```

***

Entry 2:
Molecular formula: C28H29BN6SiSn
Method: DFT, ωB97M-V/def2-TZVPD

The maximum force is 5.41 eV/Å. The total energy is -1941.558106 hartree.

The geometry in XYZ format:
```
66
C28H29BN6SiSn, DFT ωB97M-V/def2-TZVPD
H -1.060 2.934 -0.329
N -0.386 1.540 -1.835
B 0.437 0.408 -3.976
N 0.308 1.665 -3.013
C 0.589 2.966 -3.190
Sn -1.198 -0.477 -1.051
H 1.160 3.243 -4.045
C 0.082 3.662 -2.099
H 0.196 4.698 -1.896
C -0.550 2.752 -1.283
H 0.774 0.697 -5.097
C -1.216 -2.543 -0.796
H -1.746 -2.588 0.178
H -0.315 -3.077 -0.890
H -1.996 -2.785 -1.543
N -1.020 -0.175 -4.119
N 1.379 -0.721 -3.388
N -1.655 -0.621 -2.970
N 1.051 -1.288 -2.173
C -1.832 -0.368 -5.172
C 2.455 -1.363 -3.876
H -1.559 -0.050 -6.170
H 2.949 -0.991 -4.762
C -3.009 -0.991 -4.710
C 2.812 -2.369 -2.996
C -2.866 -1.163 -3.323
C 1.893 -2.322 -1.951
H -3.861 -1.273 -5.275
H 3.663 -3.011 -3.062
H -3.548 -1.671 -2.617
H 1.875 -3.020 -1.101
H -2.709 0.398 -0.909
C 0.369 4.493 2.708
C 1.331 3.927 1.864
C 1.196 2.600 1.447
C 0.095 1.830 1.869
C -0.859 2.404 2.723
C -0.724 3.735 3.135
Si 0.007 0.035 1.353
C 1.656 -0.600 1.955
C 2.672 -0.981 1.069
C 3.901 -1.441 1.556
C 4.138 -1.474 2.935
C 3.152 -1.045 3.827
C 1.914 -0.609 3.340
C -1.361 -0.815 2.300
C -1.085 -1.974 3.046
C -2.103 -2.597 3.776
C -3.407 -2.102 3.729
C -3.704 -0.984 2.943
C -2.685 -0.336 2.242
H 0.477 5.529 3.036
H 2.195 4.509 1.532
H 1.945 2.147 0.792
H -1.703 1.802 3.066
H -1.478 4.169 3.799
H 2.487 -0.913 -0.006
H 4.670 -1.771 0.852
H 5.099 -1.830 3.314
H 3.332 -1.050 4.906
H 1.147 -0.272 4.044
H -0.070 -2.376 3.063
H -1.861 -3.468 4.394
H -4.198 -2.580 4.313
H -4.726 -0.596 2.888
H -2.917 0.539 1.628
```

***

Entry 3:
Molecular formula: C33H33IN2O6P
Method: DFT, ωB97M-V/def2-TZVPD

The energy above the lowest of the compared OMol25 structures with the same formula, charge and spin comes out at 0.0 kJ/mol. The maximum force is 2.08 eV/Å. As for the net charge: +1.

The geometry in XYZ format:
```
76
C33H33IN2O6P, DFT ωB97M-V/def2-TZVPD
O 2.052 -2.158 4.940
C 1.918 -1.230 4.285
N 1.800 -0.262 3.561
C 1.064 -0.472 2.269
C 1.980 -1.297 1.317
C 2.248 -0.743 -0.087
C 1.108 -0.974 -1.060
C 0.399 -2.175 -1.125
C -0.660 -2.325 -2.010
C -1.056 -1.298 -2.856
C -0.341 -0.107 -2.819
C 0.711 0.042 -1.925
C -0.185 -1.320 2.475
N -1.055 -0.816 3.572
C -1.071 0.677 3.708
I -2.950 1.213 4.582
C -0.713 1.410 2.417
P -0.711 3.208 2.817
O 0.083 3.525 4.025
C 0.621 0.894 1.730
C 1.794 1.884 1.893
C 1.900 2.981 0.854
C 1.107 3.106 -0.282
C 1.325 4.144 -1.180
C 2.303 5.099 -0.964
C 3.081 5.005 0.186
C 2.882 3.950 1.063
H 2.936 -1.516 1.781
H 1.516 -2.268 1.169
H 2.527 0.307 -0.115
H 3.100 -1.291 -0.493
H 0.655 -3.006 -0.481
H -1.208 -3.258 -2.029
H -1.885 -1.398 -3.538
H -0.591 0.715 -3.468
H 1.256 0.978 -1.903
H -0.755 -1.249 1.549
H 0.036 -2.372 2.638
H -2.021 -1.158 3.383
H -0.775 -1.228 4.462
H -0.325 0.946 4.449
H -1.535 1.251 1.709
H -0.366 3.909 1.652
H -2.070 3.512 3.028
H 0.375 0.835 0.678
H 1.830 2.293 2.898
H 2.709 1.297 1.807
H 0.310 2.403 -0.480
H 0.716 4.219 -2.072
H 2.478 5.918 -1.645
H 3.845 5.727 0.426
H 3.492 3.891 1.956
C -2.794 -4.377 2.919
C -3.134 -5.663 2.924
C -4.491 -6.097 3.356
O -4.800 -7.263 3.363
C -5.444 -5.037 3.779
C -5.096 -3.753 3.772
C -3.749 -3.332 3.343
O -3.443 -2.145 3.339
H -1.813 -4.041 2.607
H -2.453 -6.446 2.617
H -6.425 -5.371 4.090
H -5.773 -2.965 4.076
C -0.227 0.975 -7.782
C 0.704 0.874 -8.726
C 2.134 1.148 -8.430
O 2.983 1.059 -9.288
C 2.482 1.538 -7.039
C 1.549 1.638 -6.097
C 0.123 1.363 -6.395
O -0.729 1.452 -5.532
H -1.274 0.780 -7.976
H 0.471 0.591 -9.745
H 3.529 1.733 -6.844
H 1.782 1.921 -5.078
```

***

Entry 4:
Molecular formula: C26H37AlBr57NO4P
Method: DFT, ωB97M-V/def2-TZVPD

The maximum force is 4.39 eV/Å. The total energy is -148671.043487 hartree. As for the net charge: -1.

The geometry in XYZ format:
```
127
C26H37AlBr57NO4P, DFT ωB97M-V/def2-TZVPD
C 7.371 2.387 2.046
O 7.075 1.281 1.141
C 6.851 0.052 1.919
C 6.201 -1.122 1.039
C 4.913 -0.583 0.235
Al 3.376 0.072 1.480
C 1.647 -0.252 0.436
C 0.321 0.394 1.072
C 0.260 1.687 2.013
N -0.868 -0.179 0.757
P 3.368 -0.960 3.572
O 2.942 0.039 4.716
O 2.132 -2.192 3.569
O 4.818 -1.772 4.002
H 6.810 2.326 3.045
H 7.028 3.367 1.528
H 8.502 2.445 2.265
H 7.841 -0.285 2.398
H 6.056 0.347 2.716
H 5.923 -2.064 1.626
H 6.972 -1.465 0.235
H 4.450 -1.492 -0.332
H 5.145 0.244 -0.527
H 3.619 1.649 1.711
H 1.849 0.113 -0.650
H 1.509 -1.400 0.364
H 1.179 2.363 1.921
H -0.641 2.319 1.637
H -0.006 1.411 3.103
H -0.611 -0.970 0.120
H 1.277 -1.749 3.809
H 5.529 -1.147 4.277
C -1.040 -4.572 0.415
Br -2.526 -5.389 1.360
Br -1.635 -3.160 -0.777
Br 0.339 -3.956 1.631
H -0.594 -5.348 -0.208
C -1.604 -8.958 2.928
Br -1.488 -10.207 1.446
Br -2.294 -9.805 4.533
Br 0.089 -8.067 3.253
H -2.319 -8.187 2.640
C -4.780 -1.227 -2.661
Br -5.230 -0.855 -0.811
Br -5.941 -0.271 -3.892
Br -2.906 -0.886 -3.030
H -4.951 -2.292 -2.824
C -6.806 -4.632 2.373
Br -5.591 -6.138 2.224
Br -6.307 -3.181 1.183
Br -8.655 -5.169 2.124
H -6.719 -4.251 3.391
C 12.154 3.777 2.458
Br 11.795 1.896 2.142
Br 13.479 4.476 1.223
Br 10.527 4.833 2.443
H 12.578 3.857 3.459
C -2.873 1.637 -5.929
Br -3.546 1.908 -7.730
Br -1.200 0.654 -5.924
Br -2.730 3.306 -4.950
H -3.606 1.021 -5.405
C 4.833 -2.042 -3.649
Br 5.856 -3.219 -2.494
Br 3.426 -1.124 -2.678
Br 5.976 -0.799 -4.608
H 4.348 -2.670 -4.396
C -9.326 -1.803 -2.169
Br -9.299 -0.619 -0.632
Br -8.400 -3.470 -1.809
Br -11.132 -2.107 -2.815
H -8.781 -1.301 -2.969
C -1.586 -13.054 7.087
Br 0.001 -12.382 6.194
Br -1.138 -14.097 8.662
Br -2.842 -11.632 7.499
H -2.084 -13.728 6.390
C -12.113 -4.475 4.926
Br -11.995 -5.719 3.440
Br -12.818 -5.325 6.522
Br -10.418 -3.593 5.267
H -12.823 -3.700 4.637
C 0.736 3.955 -7.721
Br 0.071 4.228 -9.526
Br 2.402 2.961 -7.710
Br 0.887 5.628 -6.748
H -0.003 3.346 -7.197
C -7.796 1.943 -8.404
Br -7.763 3.129 -6.867
Br -6.837 0.291 -8.060
Br -9.607 1.612 -9.020
H -7.272 2.454 -9.212
C -4.328 6.797 -7.264
Br -2.837 5.681 -7.809
Br -5.736 5.755 -6.424
Br -3.754 8.273 -6.140
H -4.749 7.232 -8.170
C -6.931 9.056 -4.080
Br -8.402 8.212 -3.136
Br -7.545 10.482 -5.245
Br -5.546 9.665 -2.864
H -6.482 8.293 -4.719
C 3.694 -7.172 0.925
Br 3.035 -6.915 -0.883
Br 5.358 -8.173 0.950
Br 3.848 -5.491 1.880
H 2.953 -7.773 1.452
C 4.975 4.674 5.531
Br 4.607 2.793 5.226
Br 6.304 5.369 4.296
Br 3.351 5.737 5.510
H 5.398 4.759 6.532
C 1.119 -0.021 8.018
Br 1.150 1.206 9.523
Br 2.044 -1.678 8.420
Br -0.687 -0.340 7.384
H 1.664 0.458 7.203
C -9.653 8.920 -8.546
Br -10.802 9.300 -7.028
Br -8.126 7.833 -8.042
Br -10.643 8.132 -10.019
H -9.263 9.875 -8.899
C 16.655 6.047 3.955
Br 15.180 5.200 4.890
Br 16.043 7.467 2.782
Br 18.026 6.665 5.182
H 17.111 5.285 3.323
```

***

Entry 5:
Molecular formula: C12H16Cr2F4MgN4O15P2S
Method: DFT, ωB97M-V/def2-TZVPD

The energy above the lowest of the compared OMol25 structures with the same formula, charge and spin comes out at 0.0 kJ/mol. The maximum force is 7.13 eV/Å. Its spin multiplicity is 7.

The geometry in XYZ format:
```
57
C12H16Cr2F4MgN4O15P2S, DFT ωB97M-V/def2-TZVPD
Cr -21.194 0.390 -19.713
Cr -18.805 2.118 -17.692
Mg -18.402 -1.464 -18.718
O -19.641 -0.875 -20.079
H -19.350 -1.028 -20.982
C -15.143 3.005 -20.169
F -14.610 3.508 -21.267
F -14.566 1.852 -19.856
F -14.942 3.889 -19.208
S -16.996 2.693 -20.418
O -17.136 1.594 -21.359
O -17.420 2.305 -19.061
O -17.489 3.983 -20.811
P -20.924 3.154 -19.180
O -19.992 1.829 -19.265
O -22.096 2.156 -19.497
O -20.443 4.167 -20.160
O -20.329 3.293 -17.782
P -19.730 -0.225 -16.931
O -20.948 -0.134 -17.888
O -19.017 -1.618 -17.010
O -19.320 1.092 -16.162
O -18.590 0.207 -17.916
C -21.930 -3.194 -18.038
C -22.804 -2.711 -16.878
O -21.989 -2.986 -15.763
C -21.104 -3.966 -16.079
O -20.362 -4.462 -15.298
O -21.182 -4.229 -17.394
F -23.938 -3.470 -16.796
H -21.245 -2.457 -18.451
H -22.605 -3.671 -18.749
H -23.127 -1.675 -16.892
C -19.543 -5.665 -20.229
C -19.020 -4.449 -19.618
N -18.616 -3.486 -19.158
H -20.243 -6.105 -19.518
H -18.740 -6.394 -20.347
H -19.960 -5.451 -21.209
C -19.790 2.895 -13.403
C -20.288 3.908 -12.488
N -20.657 4.733 -11.782
H -18.706 2.919 -13.326
H -20.230 2.992 -14.392
H -20.202 1.963 -13.002
C -17.113 0.137 -14.202
C -16.438 0.439 -15.489
N -15.844 0.642 -16.451
H -16.368 -0.261 -13.519
H -17.869 -0.614 -14.421
H -17.594 1.042 -13.852
C -23.494 1.238 -16.399
C -24.897 0.947 -16.664
N -25.979 0.722 -16.965
H -22.872 0.459 -16.830
H -23.337 1.197 -15.320
H -23.210 2.185 -16.852
```